No. 1
Density functional theory data (ωB97M-V/def2-TZVPD) for CHBr2IO2S as an isolated structure at a distorted geometry.

The geometry in XYZ format:
```
8
Properties=species:S:1:pos:R:3
C -0.09 0.27 -0.49
O 0.68 2.62 0.13
O 1.20 1.85 -2.16
S 1.08 1.58 -0.77
Br -1.66 0.69 -1.27
Br 1.41 -1.86 -2.36
I 3.15 0.69 0.05
H -0.06 -0.36 0.38
```

Output
* energy relative to the best compared isomer or geometry (same formula, charge and spin): 2.689 eV
* highest occupied orbital energy: -9.5 eV
* calculated total energy: -164164.89734 eV
* Kohn-Sham gap: 5.75 eV



No. 2
Density functional theory data (ωB97M-V/def2-TZVPD) for C2H8NO2 as an isolated structure at a distorted geometry.

The geometry in XYZ format:
```
13
Properties=species:S:1:pos:R:3
C -0.09 -0.09 0.15
O 0.23 -0.64 1.40
C 1.04 0.86 -0.47
N 0.94 1.66 -1.85
H -0.31 -0.91 -0.53
H -1.03 0.47 0.35
H 1.54 1.36 0.36
H 1.82 0.18 -0.80
H 0.27 1.05 -2.33
H 0.23 1.75 -0.80
H -2.49 -1.86 1.37
H -0.40 -1.38 1.60
O -1.75 -2.45 1.54
```

Output
* energy relative to the best compared isomer or geometry (same formula, charge and spin): 4.734 eV
* ⟨S²⟩: 0.753
* highest occupied orbital energy (spin up / spin down): -9.2 / -9.2 eV
* calculated total energy: -7781.74934 eV
* spin multiplicity: 2
* Kohn-Sham gap (spin up / spin down): 9.62 / 5.83 eV



No. 3
Density functional theory data (ωB97M-V/def2-TZVPD) for C3H4MgO3Tl as an isolated structure at a distorted geometry.

The geometry in XYZ format:
```
12
Properties=species:S:1:pos:R:3
O 0.30 1.50 -0.52
C 0.85 0.96 0.49
C -1.58 0.83 -0.31
O 1.93 0.59 1.02
O 0.02 0.08 0.98
C -1.15 -0.41 0.26
H -2.28 1.37 0.34
H -1.97 0.81 -1.33
H -1.55 -1.21 -0.37
H 3.72 -1.27 -1.41
Tl -0.69 -2.81 1.55
Mg 2.41 -0.45 -0.70
```

Output
* energy relative to the best compared isomer or geometry (same formula, charge and spin): 6.567 eV
* total charge: +1
* highest occupied orbital energy (spin up / spin down): -11.9 / -11.9 eV
* calculated total energy: -19443.82055 eV
* Kohn-Sham gap (spin up / spin down): 6.79 / 6.79 eV



No. 4
Density functional theory data (ωB97M-V/def2-TZVPD) for one molecule with the formula C3H7NS at a distorted geometry.

The geometry in XYZ format:
```
12
Properties=species:S:1:pos:R:3
C -0.83 0.95 -0.41
C -1.40 -0.37 -0.24
C -0.11 -0.06 0.44
N 1.09 -0.77 -0.19
S 2.54 0.11 0.44
H -0.30 1.16 -1.41
H -1.35 1.79 -0.02
H -2.28 -0.55 0.50
H -1.33 -1.10 -1.10
H 0.15 -0.02 1.56
H 1.08 -0.72 -1.17
H 2.73 -0.40 1.60
```

Output
* energy relative to the best compared isomer or geometry (same formula, charge and spin): 2.353 eV
* SMILES string: SNC1CC1
* highest occupied orbital energy: -8.8 eV
* calculated total energy: -15547.29171 eV
* Kohn-Sham gap: 9.67 eV



No. 5
Density functional theory data (ωB97M-V/def2-TZVPD) for C34H30AsN4P2S4Sn as an isolated structure at a distorted geometry.

The geometry in XYZ format:
```
76
Properties=species:S:1:pos:R:3
Sn 2.09 1.38 -0.88
N 0.54 5.10 -0.15
C 1.45 3.28 1.58
C 1.13 3.91 2.80
C 1.23 3.13 3.97
C 1.53 1.77 3.86
C 1.88 1.27 2.65
N 1.76 1.97 1.55
C 1.86 4.18 -2.12
C 1.83 5.37 -2.82
C 2.27 5.39 -4.09
C 2.72 4.23 -4.66
C 2.72 3.08 -3.95
N 2.26 3.07 -2.69
H 0.26 5.21 0.82
H 0.93 4.96 2.73
H 1.00 3.58 4.96
H 1.63 1.21 4.75
H 2.30 0.27 2.51
H 1.49 6.26 -2.29
H 2.24 6.35 -4.64
H 3.14 4.24 -5.64
H 3.15 2.13 -4.26
S 4.60 4.18 2.19
As 4.11 4.03 0.14
S 4.47 1.88 -0.47
S 1.65 3.86 -0.23
S 4.88 5.33 -1.34
N -0.82 -1.78 0.41
P -1.46 -0.28 0.99
C -3.29 -0.76 1.15
C -3.56 -2.12 1.38
C -4.87 -2.53 1.50
C -5.91 -1.61 1.48
C -5.59 -0.29 1.27
C -4.30 0.16 1.15
C -1.53 0.77 -0.48
C -1.62 0.21 -1.77
C -1.56 1.02 -2.90
C -1.47 2.41 -2.76
C -1.50 3.01 -1.50
C -1.49 2.18 -0.39
P 0.69 -2.48 0.80
C 1.07 -3.38 -0.77
C 0.37 -4.49 -1.23
C 0.60 -5.04 -2.48
C 1.57 -4.50 -3.30
C 2.35 -3.43 -2.85
C 2.06 -2.89 -1.61
C 0.15 -3.84 1.93
C 0.51 -5.20 1.79
C 0.08 -6.13 2.79
C -0.68 -5.74 3.89
C -1.05 -4.38 3.98
C -0.63 -3.46 3.02
H -1.39 -2.36 -0.20
H -2.80 -2.88 1.41
H -5.15 -3.57 1.68
H -6.92 -1.98 1.51
H -6.45 0.39 1.15
H -4.08 1.15 1.06
H -1.64 -0.83 -1.96
H -1.65 0.59 -3.87
H -1.36 3.03 -3.67
H -1.44 4.09 -1.33
H -1.45 2.57 0.59
H -0.52 -4.85 -0.57
H -0.04 -5.85 -2.86
H 1.71 -4.86 -4.30
H 3.16 -3.06 -3.46
H 2.69 -1.99 -1.38
H 1.08 -5.60 1.01
H 0.32 -7.13 2.63
H -0.87 -6.44 4.70
H -1.57 -4.02 4.85
H -0.85 -2.43 3.19
```

Output
* energy relative to the best compared isomer or geometry (same formula, charge and spin): 5.029 eV
* total charge: -1
* highest occupied orbital energy: -4.1 eV
* calculated total energy: -170294.33585 eV
* Kohn-Sham gap: 6.28 eV



No. 6
Density functional theory data (ωB97M-V/def2-TZVPD) for C7H10CuF5N4OS2Te as an isolated structure at a distorted geometry.

The geometry in XYZ format:
```
31
Properties=species:S:1:pos:R:3
Cu 1.18 2.37 13.83
S 0.33 3.10 15.79
C 0.19 1.74 16.91
C -0.45 2.19 18.10
N -0.82 2.60 19.10
C 0.67 0.37 16.71
S 1.40 -0.37 15.32
C 0.02 -0.63 17.59
N -0.54 -1.34 18.36
N 0.97 7.05 11.79
C 1.98 6.45 11.01
C 1.67 4.95 10.92
C 2.35 4.25 12.03
N 1.95 2.84 12.06
H 1.16 6.96 12.83
H 0.09 6.58 11.74
H 2.88 6.58 11.47
H 2.09 6.88 9.97
H 2.02 4.57 10.01
H 0.61 4.82 10.87
H 2.17 4.76 13.04
H 3.51 4.38 12.01
H 2.58 2.09 11.85
H 1.14 2.80 11.39
F 1.24 0.14 10.71
Te 1.68 0.69 8.80
F 2.25 1.65 7.22
F 3.11 1.68 9.46
F 3.05 -0.64 8.84
F 0.80 2.44 9.25
O 2.45 0.48 14.59
```

Output
* energy relative to the best compared isomer or geometry (same formula, charge and spin): 0.003 eV
* total charge: -2
* highest occupied orbital energy (spin up / spin down): -0.7 / -0.7 eV
* calculated total energy: -102622.72072 eV
* Kohn-Sham gap (spin up / spin down): 5.08 / 5.08 eV



No. 7
Density functional theory data (ωB97M-V/def2-TZVPD) for one molecule with the formula C6H12O.

The geometry in XYZ format:
```
19
Properties=species:S:1:pos:R:3
C -2.42 -1.47 0.57
C -1.41 -0.98 -0.45
O -0.81 0.13 0.19
C 0.00 1.01 -0.52
C 0.76 1.89 0.42
C 1.51 0.93 -0.48
C 2.32 -0.21 0.10
H -3.17 -0.70 0.74
H -1.90 -1.65 1.52
H -2.92 -2.39 0.26
H -1.91 -0.69 -1.39
H -0.66 -1.75 -0.69
H -0.44 1.43 -1.43
H 0.64 1.56 1.44
H 0.82 2.96 0.28
H 1.98 1.41 -1.33
H 2.72 -0.85 -0.69
H 3.17 0.18 0.67
H 1.72 -0.83 0.77
```

Output
* energy relative to the best compared isomer or geometry (same formula, charge and spin): 1.618 eV
* SMILES string: CCO[C@H]1C[C@H]1C
* highest occupied orbital energy: -9.2 eV
* calculated total energy: -8462.73618 eV
* Kohn-Sham gap: 10.37 eV



No. 8
Density functional theory data (ωB97M-V/def2-TZVPD) for a 2-piece molecular cluster, C19H36BBrClN4O6 overall.

The geometry in XYZ format:
```
68
Properties=species:S:1:pos:R:3
C 2.37 2.71 0.09
C 1.28 3.63 -0.50
Cl 2.10 5.11 -1.17
C 0.48 3.01 -1.65
C -0.90 2.38 -1.28
C -1.33 1.71 -2.51
N -1.75 1.32 -3.50
C -0.60 1.27 -0.25
O -1.79 0.55 0.06
N -1.69 0.00 1.40
O -2.61 0.27 2.04
C -1.97 3.45 -0.80
C -1.99 3.47 0.68
N -2.08 3.43 1.82
C -3.42 3.29 -1.30
C -4.29 2.16 -0.73
C -4.50 0.93 -1.61
Br -5.28 1.38 -3.33
O -1.52 4.72 -1.28
B -1.61 5.84 -0.42
O -2.81 6.49 -0.26
O -0.51 6.30 0.24
H 2.50 1.82 -0.52
H 2.05 2.38 1.08
H 3.31 3.24 0.18
H 0.66 4.01 0.30
H 0.37 3.70 -2.48
H 1.06 2.17 -2.03
H -0.15 1.67 0.66
H 0.11 0.59 -0.72
H -3.90 4.22 -1.02
H -3.42 3.28 -2.39
H -3.95 1.82 0.24
H -5.28 2.58 -0.57
H -5.25 0.30 -1.13
H -3.61 0.33 -1.75
H -3.45 6.03 0.30
H 0.21 6.59 -0.33
C 0.51 -2.67 2.67
C 1.53 -3.69 2.21
N 1.16 -4.43 0.94
C -0.10 -5.22 1.21
C 2.22 -5.48 0.64
C 3.61 -4.99 0.28
C 0.84 -3.54 -0.24
C 1.86 -2.51 -0.69
O 2.12 -1.57 0.33
C 3.46 -1.06 0.37
H -0.44 -3.13 2.94
H 0.89 -2.19 3.57
H 0.33 -1.90 1.93
H 1.65 -4.47 2.97
H 2.50 -3.23 2.05
H 0.07 -5.85 2.07
H -0.32 -5.82 0.33
H -0.92 -4.53 1.39
H 1.81 -6.09 -0.17
H 2.26 -6.09 1.54
H 3.69 -4.73 -0.77
H 4.30 -5.82 0.44
H 3.96 -4.16 0.89
H -0.08 -3.03 0.02
H 0.63 -4.21 -1.07
H 1.40 -1.99 -1.54
H 2.78 -2.96 -1.06
H 4.03 -1.32 -0.52
H 3.97 -1.46 1.25
H 3.42 0.02 0.47
```

Output
* total charge: +1
* highest occupied orbital energy: -11.6 eV
* calculated total energy: -121766.13502 eV
* Kohn-Sham gap: 8.67 eV